C4H10N2O | the ωB97M-V functional and the def2-TZVPD basis

Cartesian coordinates (Å):
O -0.155 1.725 0.090
N -0.496 0.206 1.635
N -0.873 1.389 1.195
C 0.474 1.004 -2.222
C 0.431 -2.056 1.601
C 0.311 -0.668 1.071
C -0.689 1.098 -1.261
H -0.241 -2.224 2.440
H 1.449 -2.266 1.932
H 0.185 -2.789 0.827
H -1.097 -0.095 2.401
H 0.109 0.874 -3.243
H 1.055 1.927 -2.186
H -1.421 1.848 -1.566
H 1.041 -0.294 0.374
H 1.129 0.172 -1.968
H -1.210 0.148 -1.121

## Properties
multiplicity = 1
relative energy (zero: lowest compared OMol25 entry of this formula, charge and spin) = 503.5 kJ/mol
Kohn-Sham gap (spin up / spin down) = 8.12 / 8.12 eV
lowest unoccupied orbital energy (spin up / spin down) = 0.928 / 0.928 eV
largest force on an atom = 2.51 eV/A
E_HOMO (spin up / spin down) = -7.19 / -7.19 eV

Charges per atom according to natural (NBO) partitioning, unit e: O -0.4354; N -0.2350; N -0.1164; C -0.6381; C -0.6451; C -0.1115; C -0.0963; H 0.2047; H 0.2176; H 0.2185; H 0.4030; H 0.2180; H 0.2242; H 0.1896; H 0.2108; H 0.2053; H 0.1859